Here is 11 unconnected molecules or ions with the total composition C50H126ClN8O10 in a non-equilibrium geometry from OMol25. Energies are from ωB97M-V/def2-TZVPD.

Geometry as ORCA input:
```
! RIJCOSX wB97M-V def2-TZVPD def2/J DEFGRID3
* xyz 5 1
C 0.504 -26.555 0.607
N 1.703 -27.162 -0.112
C 1.270 -27.586 -1.497
C 2.817 -26.046 -0.340
C 2.315 -28.294 0.711
C 1.378 -29.199 1.510
O 0.426 -29.967 0.662
H -0.014 -25.728 0.121
H 0.758 -26.247 1.621
H -0.220 -27.347 0.796
H 2.219 -27.928 -1.910
H 0.913 -26.655 -1.937
H 0.570 -28.390 -1.273
H 3.626 -26.714 -0.639
H 2.862 -25.466 0.582
H 2.477 -25.348 -1.104
H 2.901 -27.694 1.407
H 3.049 -28.844 0.124
H 0.832 -28.704 2.313
H 2.010 -29.778 2.182
H 0.278 -30.874 0.941
C -2.964 -27.223 -1.359
N -3.486 -28.670 -1.429
C -5.034 -28.553 -1.319
C -2.995 -29.373 -2.713
C -2.927 -29.475 -0.246
C -3.656 -30.858 0.039
O -2.911 -31.961 -0.530
H -3.343 -26.658 -2.211
H -1.876 -27.279 -1.374
H -3.314 -26.755 -0.439
H -5.353 -27.683 -1.892
H -5.255 -28.429 -0.259
H -5.586 -29.383 -1.760
H -3.463 -28.790 -3.506
H -3.421 -30.376 -2.740
H -1.917 -29.370 -2.553
H -3.031 -28.743 0.554
H -1.864 -29.649 -0.410
H -4.718 -30.860 -0.208
H -3.461 -30.899 1.110
H -2.248 -32.289 0.081
C -4.666 -25.117 1.982
N -5.978 -24.777 1.248
C -6.057 -25.616 -0.033
C -7.150 -25.172 2.150
C -5.946 -23.217 0.954
C -7.301 -22.545 0.531
O -7.720 -22.988 -0.703
H -3.871 -24.419 1.724
H -4.431 -26.158 1.760
H -4.726 -25.038 3.068
H -6.135 -26.629 0.363
H -5.129 -25.533 -0.598
H -6.944 -25.290 -0.576
H -7.141 -24.565 3.055
H -7.142 -26.185 2.552
H -8.084 -24.968 1.627
H -5.247 -22.980 0.153
H -5.655 -22.686 1.861
H -7.205 -21.463 0.443
H -8.130 -22.694 1.223
H -8.667 -23.109 -0.598
C -0.730 -22.825 -5.691
N -0.486 -23.995 -6.765
C -1.062 -23.425 -8.121
C 1.045 -24.232 -6.995
C -1.222 -25.399 -6.426
C -1.333 -25.679 -4.911
O -1.701 -27.063 -4.779
H -1.780 -22.705 -5.423
H -0.452 -21.911 -6.215
H -0.096 -23.123 -4.856
H -0.600 -22.496 -8.453
H -2.110 -23.447 -7.823
H -0.800 -24.104 -8.932
H 1.526 -23.279 -7.213
H 0.948 -24.995 -7.768
H 1.410 -24.656 -6.059
H -0.795 -26.199 -7.030
H -2.243 -25.410 -6.810
H -2.108 -25.008 -4.541
H -0.386 -25.449 -4.422
H -2.660 -27.080 -4.749
C -4.762 -32.825 6.275
N -3.786 -33.222 5.135
C -3.320 -31.850 4.517
C -2.661 -34.107 5.849
C -4.537 -33.956 4.068
C -3.941 -34.292 2.738
O -2.675 -35.063 2.815
H -5.548 -32.118 6.006
H -4.039 -32.365 6.949
H -5.238 -33.749 6.605
H -2.527 -32.115 3.818
H -2.864 -31.316 5.350
H -4.133 -31.293 4.052
H -3.157 -35.030 6.146
H -2.214 -33.581 6.693
H -1.890 -34.328 5.110
H -5.355 -33.278 3.825
H -4.977 -34.832 4.543
H -3.782 -33.416 2.109
H -4.659 -34.907 2.196
H -2.012 -34.548 2.349
C -10.391 -31.221 4.109
N -9.089 -30.737 3.412
C -9.301 -29.179 3.465
C -7.948 -31.116 4.370
C -9.006 -31.332 1.966
C -7.822 -31.014 1.063
O -7.574 -29.646 0.872
H -10.337 -32.310 4.140
H -11.183 -30.888 3.439
H -10.403 -30.951 5.165
H -8.442 -28.575 3.171
H -9.708 -28.894 4.435
H -10.005 -29.022 2.648
H -7.090 -30.569 3.979
H -7.937 -32.193 4.199
H -8.183 -30.852 5.401
H -9.963 -31.188 1.465
H -9.068 -32.414 2.088
H -7.945 -31.429 0.063
H -6.868 -31.415 1.406
H -6.997 -29.241 1.524
C -0.683 -31.630 -3.289
C -0.170 -31.072 -4.560
C 1.289 -30.690 -4.484
N 1.818 -29.797 -5.631
C 1.559 -30.567 -6.991
C 1.077 -28.402 -5.626
C 2.110 -27.426 -6.086
C 3.479 -28.088 -6.012
C 3.347 -29.439 -5.461
H -1.736 -31.874 -3.435
H -0.424 -30.969 -2.462
H -0.293 -32.626 -3.078
H -0.658 -30.131 -4.814
H -0.315 -31.780 -5.376
H 1.886 -31.597 -4.581
H 1.557 -30.176 -3.561
H 1.906 -29.967 -7.832
H 0.473 -30.664 -6.969
H 1.952 -31.571 -7.154
H 0.165 -28.473 -6.220
H 0.796 -28.180 -4.596
H 1.899 -27.006 -7.070
H 2.089 -26.614 -5.360
H 3.832 -28.200 -7.038
H 4.241 -27.595 -5.409
H 3.993 -30.175 -5.941
H 3.532 -29.370 -4.388
C -10.274 -32.964 -3.855
C -8.840 -32.829 -3.480
C -7.927 -32.487 -4.649
N -6.481 -32.963 -4.482
C -6.015 -32.394 -3.124
C -6.227 -34.505 -4.625
C -4.797 -34.617 -5.184
C -4.542 -33.206 -5.744
C -5.658 -32.261 -5.541
H -10.754 -33.196 -2.904
H -10.457 -33.758 -4.580
H -10.681 -32.007 -4.181
H -8.503 -33.731 -2.969
H -8.794 -31.962 -2.820
H -8.006 -31.419 -4.849
H -8.348 -33.003 -5.512
H -6.434 -31.390 -3.065
H -4.926 -32.414 -3.086
H -6.451 -33.037 -2.359
H -6.581 -35.080 -3.769
H -6.820 -34.884 -5.458
H -4.086 -34.918 -4.415
H -4.642 -35.250 -6.057
H -3.633 -32.709 -5.404
H -4.466 -33.247 -6.831
H -5.447 -31.209 -5.350
H -6.350 -32.357 -6.377
C -2.046 -21.993 -2.159
C -1.972 -23.501 -1.700
O -2.921 -23.977 -1.042
O -0.981 -24.106 -2.043
H -1.895 -21.951 -3.238
H -1.396 -21.316 -1.605
H -3.078 -21.711 -1.951
C -6.832 -27.170 -5.994
C -5.869 -27.783 -5.018
O -6.338 -28.657 -4.276
O -4.650 -27.440 -4.980
H -7.882 -27.412 -5.832
H -6.651 -27.525 -7.009
H -6.808 -26.084 -6.094
Cl -0.642 -32.900 1.433
*
```

Results
Frontier orbital gap, eV: 6.40